No. 1
Density functional theory data (wB97M-V/def2-TZVPD) for an isolated molecule of C6H11N3 in a non-equilibrium geometry.

```
20
Properties=species:S:1:pos:R:3:forces:R:3
C -2.53695 0.12755 0.18085 -3.3550 -0.2038 -2.3588
N -1.13260 0.31227 0.14838 0.0510 -1.0229 0.3129
C -0.55160 1.56055 0.01444 -2.9603 2.6150 1.9469
N 0.63623 1.87939 -0.17436 2.1853 -0.3763 -1.2924
C 1.35439 0.64486 -0.48251 1.0060 3.1304 1.0620
C 2.64421 0.16626 0.06533 2.2258 1.8332 1.0591
C 1.33318 -0.29415 0.63580 0.3276 -2.3403 -0.9669
C 0.46132 -1.37935 0.11364 2.2752 -4.9446 0.1608
N -0.54622 -0.78093 -0.58825 -4.2546 0.6569 -2.3497
H -3.12892 1.03161 0.56149 1.0518 -1.5470 0.0910
H -2.88906 0.11353 -0.95895 0.3425 -0.1018 1.8508
H -2.92308 -0.94662 0.54777 1.1813 2.6633 -0.1072
H -1.16551 2.46437 0.39775 0.1633 -1.8386 -0.7823
H 1.14772 0.26551 -1.45551 -0.0703 -0.2401 -0.3113
H 3.19748 -0.38696 -0.69626 0.0067 -0.2744 0.6271
H 3.33557 0.84685 0.75686 -1.7779 -1.5543 -1.5346
H 1.04887 -0.13665 1.65190 0.2125 1.2675 0.3522
H 0.96944 -2.04456 -0.74321 -0.6164 0.8652 2.1963
H 0.05797 -2.01437 0.96348 0.6675 0.1806 -0.7859
H -1.31244 -1.42917 -0.93864 1.3381 1.2320 0.8300
```
Positions in Å, forces in eV/Å.

E_LUMO: 0.8 eV
Kohn-Sham gap: 9.0 eV
calculated total energy: -10865.5680 eV
energy above the lowest of the compared OMol25 structures with the same formula, charge and spin: 5.2508 eV
F_max: 5.45 eV/A

Let us look at the natural (NBO) charges, expressed in e, one per atom:
1. C -0.42
2. N -0.35
3. C 0.28
4. N -0.45
5. C -0.10
6. C -0.40
7. C -0.31
8. C -0.20
9. N -0.49
10. H 0.23
11. H 0.16
12. H 0.22
13. H 0.18
14. H 0.22
15. H 0.22
16. H 0.23
17. H 0.24
18. H 0.19
19. H 0.17
20. H 0.37

=====

No. 2
Density functional theory data (wB97M-V/def2-TZVPD) for a structure of composition C34H25N6OS2Se2Tl.

```
71
Properties=species:S:1:pos:R:3:forces:R:3
Tl -0.21231 0.55751 -0.75903 -0.1419 -0.1040 -0.1076
C -1.04626 3.93927 0.99900 0.0726 0.1444 0.0252
C 0.27268 3.28897 0.69632 -0.0401 -0.0010 0.0190
N 0.67507 3.35360 -0.52291 0.1268 -0.0998 0.0119
N 1.99456 3.00300 -0.75531 0.0473 0.0144 -0.0497
C 2.23190 2.25623 -1.75590 -0.3319 0.0653 0.0400
S 1.01919 1.39944 -2.73213 0.0556 0.0006 0.0910
S 3.84016 1.93795 -2.35342 0.2028 -0.0310 -0.1448
C 4.85264 3.09172 -1.38827 -0.0291 -0.0471 0.1706
C 5.62509 2.41565 -0.28537 0.0035 0.0843 0.0285
C 6.99642 2.60523 -0.16849 0.0079 -0.0114 -0.0123
C 7.70714 2.01871 0.87181 -0.0049 0.0078 -0.0046
C 7.04622 1.24034 1.80858 0.0029 0.0122 -0.0108
C 5.67422 1.04745 1.69602 0.0153 -0.0175 0.0216
C 4.96843 1.62479 0.65422 -0.0033 -0.0030 0.0107
C 1.01276 2.66047 1.81320 -0.0125 0.0947 0.0563
C 1.16591 3.38249 3.00292 0.0007 -0.0139 -0.0469
C 1.83316 2.86531 4.09404 0.0259 -0.0582 -0.0089
C 2.33739 1.56796 4.01447 -0.0202 0.0595 0.0165
C 2.16291 0.82114 2.86980 -0.0120 -0.0362 -0.0316
C 1.49928 1.33911 1.73892 0.0892 -0.0613 0.0328
O 1.37732 0.53756 0.69164 0.0112 0.0768 0.0611
H -0.86846 4.83278 1.60419 -0.0122 -0.0318 0.0349
H -1.53223 4.24796 0.07633 0.0497 0.0184 0.1338
H -1.69945 3.27964 1.57077 0.0042 -0.0253 -0.0200
H 5.52254 3.60288 -2.07796 -0.0030 -0.0496 -0.0443
H 4.15620 3.82124 -0.97464 0.0022 0.0322 -0.0131
H 7.51527 3.21747 -0.89792 -0.0021 -0.0047 0.0057
H 8.77631 2.17248 0.94752 -0.0057 -0.0003 0.0001
H 7.59546 0.78472 2.62292 -0.0027 0.0016 -0.0079
H 5.15020 0.44601 2.42835 -0.0091 0.0057 -0.0157
H 3.90093 1.46249 0.56345 -0.0077 0.0049 0.0032
H 0.76811 4.38914 3.05132 0.0188 -0.0102 0.0082
H 1.96254 3.45652 4.99031 0.0006 -0.0009 -0.0068
H 2.86732 1.13840 4.85643 -0.0051 0.0054 -0.0024
H 2.54334 -0.19176 2.79911 -0.0019 0.0142 -0.0096
Se -2.81662 -7.25692 -0.77822 -0.0607 -0.0519 0.0013
N -2.38297 -6.12308 0.52536 0.0326 -0.0139 -0.0022
C -1.91848 -5.04685 -0.04634 0.0153 0.0682 -0.0108
C -1.44990 -3.87616 0.68880 -0.0200 -0.0330 -0.0032
C -1.44410 -3.81459 2.08169 0.0125 0.0064 0.0134
C -0.98180 -2.67358 2.69874 0.0019 -0.0004 -0.0023
C -0.54091 -1.61606 1.90596 -0.0097 -0.0184 0.0105
N -0.54933 -1.66844 0.58372 0.0473 0.0157 -0.0046
C -0.98785 -2.77087 -0.02624 0.0094 0.0283 -0.0243
C -0.94874 -2.77849 -1.50273 0.0032 -0.0009 0.0012
N -0.47010 -1.68818 -2.11386 -0.0239 0.0300 0.0063
C -0.39723 -1.67370 -3.43530 -0.0030 -0.0016 -0.0092
C -0.80570 -2.74264 -4.22939 0.0167 0.0177 0.0149
C -1.30706 -3.86504 -3.61209 -0.0162 -0.0181 -0.0183
C -1.38075 -3.89428 -2.22027 -0.0095 -0.0424 0.0051
C -1.88598 -5.05402 -1.49002 0.0095 0.0721 0.0139
N -2.32516 -6.13544 -2.07157 0.0335 -0.0206 0.0001
H -1.80130 -4.66421 2.64863 0.0018 0.0049 -0.0019
H -0.95732 -2.58500 3.77557 -0.0026 -0.0039 -0.0036
H -0.16756 -0.69996 2.34870 0.0034 0.0013 -0.0255
H 0.01441 -0.77597 -3.88098 -0.0134 -0.0107 -0.0022
H -0.72362 -2.67773 -5.30493 0.0007 0.0003 0.0057
H -1.64017 -4.72619 -4.17651 0.0006 0.0085 0.0072
Se -2.67335 0.63637 -0.11194 0.0003 0.0919 -0.0119
C -3.22843 2.33131 -0.82874 -0.1053 -0.0593 -0.0615
C -2.52309 3.03015 -1.79959 -0.1239 -0.0490 -0.1112
C -2.99319 4.25725 -2.24891 0.0073 -0.0496 -0.0463
C -4.17298 4.78627 -1.74934 -0.0208 0.0085 0.0191
C -4.88539 4.08029 -0.78887 0.0220 0.0369 -0.0046
C -4.41359 2.86206 -0.32534 0.0508 -0.0330 0.0244
H -1.59380 2.64881 -2.19849 0.0588 -0.0037 -0.0266
H -2.42311 4.79973 -2.99262 -0.0007 -0.0065 0.0064
H -4.53451 5.74319 -2.10276 -0.0002 -0.0075 0.0032
H -5.80756 4.48378 -0.39003 0.0049 -0.0079 0.0026
H -4.96062 2.32472 0.43962 -0.0145 0.0067 0.0009
```
Positions in Å, forces in eV/Å.

E_LUMO: -1.1 eV
Kohn-Sham gap: 6.6 eV
calculated total energy: -203708.8346 eV
energy above the lowest of the compared OMol25 structures with the same formula, charge and spin: 0.0608 eV
F_max: 0.34 eV/A

Let us look at the Mulliken charges, expressed in e, one per atom:
1. Tl 0.97
2. C -1.32
3. C 0.11
4. N -0.49
5. N -0.17
6. C 0.43
7. S -0.44
8. S -0.19
9. C -0.72
10. C 0.34
11. C -0.55
12. C -0.59
13. C -0.50
14. C -0.60
15. C 0.68
16. C 0.74
17. C -0.91
18. C -0.84
19. C -0.57
20. C 0.22
21. C 0.56
22. O -0.84
23. H 0.51
24. H 0.15
25. H 0.31
26. H 0.48
27. H 0.29
28. H 0.32
29. H 0.37
30. H 0.38
31. H 0.34
32. H -0.11
33. H 0.37
34. H 0.41
35. H 0.43
36. H 0.58
37. Se 0.24
38. N -0.85
39. C 1.03
40. C 0.50
41. C -0.64
42. C -1.11
43. C -0.22
44. N 0.08
45. C -0.49
46. C -0.34
47. N -0.05
48. C 0.04
49. C -1.05
50. C -0.46
51. C 0.53
52. C 0.93
53. N -0.86
54. H 0.54
55. H 0.46
56. H 0.48
57. H 0.26
58. H 0.43
59. H 0.54
60. Se -0.04
61. C 0.45
62. C -0.15
63. C -0.58
64. C -0.53
65. C -0.53
66. C -0.66
67. H 0.39
68. H 0.41
69. H 0.38
70. H 0.38
71. H 0.38

=====

No. 3
Density functional theory data (wB97M-V/def2-TZVPD) for a structure of composition C16H23ClMnN2O4SSbSe4 in a non-equilibrium geometry.

```
53
Properties=species:S:1:pos:R:3:forces:R:3
Mn -0.93442 0.64036 -0.74712 2.2594 -3.0445 -0.2493
C -2.76646 0.17316 -0.11100 -1.7677 -1.0327 1.1282
C -2.12318 -1.05890 -0.27965 0.0920 -1.9386 0.7763
C -1.07615 -1.09782 0.66635 2.5644 1.4317 1.6872
C -1.09353 0.10932 1.52996 -2.2567 1.2896 -3.1754
C -2.25231 0.87670 0.99743 1.1805 -0.1753 0.6465
C -2.80227 2.17821 1.55970 1.2750 0.2518 -0.1613
C -0.21581 0.68345 2.59713 1.1868 -0.9719 0.7724
C -0.12638 -2.23428 1.03940 -1.0938 0.4722 0.9204
C -2.78263 -2.41221 -0.68116 0.7231 0.9494 -1.8355
C -4.12593 0.27280 -0.60416 -1.2937 -0.3935 -1.8872
H -3.59999 2.63634 0.97877 -0.0337 -0.3118 -0.0698
H -2.00203 2.94554 1.62647 -0.2588 -0.4170 -0.1330
H -3.13128 2.05416 2.58860 -0.2041 -0.2810 0.0368
H -0.00600 1.75576 2.58270 0.0133 -0.0179 -1.0632
H 0.75887 0.12869 2.61069 -0.7908 0.5876 0.2530
H -0.65554 0.66954 3.61087 -0.1185 -0.8601 -0.3825
H -0.36394 -3.16183 0.57326 -0.4221 -0.5920 -0.6111
H -0.41579 -2.36618 2.10107 0.8132 -0.2425 -0.2922
H 0.95395 -2.11796 0.92414 -0.2116 0.5483 0.1982
H -3.09547 -2.65431 0.30727 -0.4452 -1.1144 0.6669
H -2.13651 -3.18865 -1.17459 -0.2283 0.9230 0.8824
H -3.67797 -2.36961 -1.32850 0.4975 0.5065 0.3644
H -4.51724 1.18976 -0.24328 -0.8191 0.9581 -0.1933
H -4.72790 -0.53693 -0.08267 0.4818 0.7852 -1.1376
H -4.14482 0.23869 -1.77136 -0.4591 -0.1513 2.1845
O 1.26388 3.47957 -1.83502 -0.7252 -0.9942 -0.6555
Cl 0.81836 2.65574 -0.77813 0.6774 -1.5367 -0.6044
O 1.27605 3.24549 0.41527 -0.1613 -0.5807 1.2946
O -0.69588 2.45668 -0.72711 0.3989 2.5826 -0.2861
O 1.16531 1.15034 -0.92227 -0.3589 3.1359 0.8054
C 4.22801 -1.08757 -0.63280 2.4452 -0.5176 0.7074
C 3.13250 -1.93410 -1.07122 -0.6231 -1.4207 0.4940
C 3.07501 -3.29977 -1.08959 -1.5166 -1.0106 0.0217
C 1.83645 -3.95461 -1.48346 1.6440 0.3072 0.3052
N 0.80218 -3.26473 -1.93361 -0.6424 1.3055 0.4750
C 0.87343 -1.92761 -1.84403 1.2249 -0.4365 -0.7931
S -0.13042 -0.81093 -2.63992 -2.3075 0.5546 -0.0020
N 1.99561 -1.31612 -1.37960 -0.0051 0.0242 -0.4041
C 1.79471 -5.45167 -1.54234 -0.6041 -0.1312 0.8709
H 5.18629 -1.31798 -1.14204 -0.5969 -0.2146 0.0462
H 4.48782 -1.27824 0.44885 -0.5895 0.5993 -0.9642
H 4.04194 -0.06881 -0.90268 -0.1699 0.7669 0.4597
H 3.88488 -3.88874 -0.71105 0.3775 -0.2074 -0.1478
H 2.03338 -0.30774 -1.46869 -0.2126 -0.0334 0.0292
H 2.74663 -5.80685 -1.20758 0.4951 -0.5153 0.0986
H 1.62993 -5.75129 -2.55329 0.0599 -0.1154 -0.9344
H 0.99775 -6.01919 -0.99089 0.5152 1.1389 -0.1327
Se 0.36927 6.31636 -0.05642 1.3351 -3.2158 -2.9753
Sb 0.92319 6.95025 2.03530 0.1034 1.5722 2.5102
Se 3.17266 9.77703 2.37712 0.8030 -0.1620 -0.0634
Se -0.92362 8.04158 -0.13910 -1.4712 2.2050 0.6716
Se 1.07539 10.05909 2.50399 -0.7792 -0.2585 -0.1524
```
Positions in Å, forces in eV/Å.

E_LUMO (spin up / spin down): -8.3 / -8.3 eV
Kohn-Sham gap (spin up / spin down): 5.1 / 5.1 eV
calculated total energy: -350708.5740 eV
net charge: +2
energy above the lowest of the compared OMol25 structures with the same formula, charge and spin: 2.2257 eV
F_max: 4.58 eV/A

Let us look at the natural (NBO) charges, expressed in e, one per atom:
1. Mn 0.86
2. C -0.20
3. C 0.04
4. C -0.03
5. C 0.01
6. C 0.06
7. C -0.66
8. C -0.68
9. C -0.66
10. C -0.63
11. C -0.62
12. H 0.24
13. H 0.22
14. H 0.25
15. H 0.24
16. H 0.24
17. H 0.26
18. H 0.24
19. H 0.25
20. H 0.23
21. H 0.23
22. H 0.26
23. H 0.25
24. H 0.22
25. H 0.24
26. H 0.24
27. O -0.71
28. Cl 2.49
29. O -0.77
30. O -0.78
31. O -0.83
32. C -0.68
33. C 0.30
34. C -0.30
35. C 0.36
36. N -0.46
37. C 0.32
38. S -0.09
39. N -0.53
40. C -0.67
41. H 0.27
42. H 0.27
43. H 0.23
44. H 0.25
45. H 0.46
46. H 0.23
47. H 0.27
48. H 0.27
49. Se 0.00
50. Sb 0.90
51. Se 0.16
52. Se -0.19
53. Se 0.12